{"formula": "C26H66N6O8", "method": "ωB97M-V/def2-TZVPD", "orbital_gap_ha": 0.352, "homo_ev": -9.02, "spin_multiplicity": 1, "energy_ev": -53349.6588, "smiles": "COC[C@@H]1OC(=O)C[C@@H]1N.COC[C@@H](C)N.COC[C@@H](C)N.COC[C@@H](C)N.COC[C@@H](C)N.COC[C@@H](C)N", "elements": ["C", "O", "C", "C", "O", "C", "O", "C", "C", "N", "H", "H", "H", "H", "H", "H", "H", "H", "H", "H", "H", "C", "O", "C", "C", "C", "N", "H", "H", "H", "H", "H", "H", "H", "H", "H", "H", "H", "C", "O", "C", "C", "C", "N", "H", "H", "H", "H", "H", "H", "H", "H", "H", "H", "H", "C", "O", "C", "C", "C", "N", "H", "H", "H", "H", "H", "H", "H", "H", "H", "H", "H", "C", "O", "C", "C", "C", "N", "H", "H", "H", "H", "H", "H", "H", "H", "H", "H", "H", "C", "O", "C", "C", "C", "N", "H", "H", "H", "H", "H", "H", "H", "H", "H", "H", "H"], "positions_angstrom": [[-1.446, -0.341, 0.728], [-1.402, 1.062, 0.499], [-0.419, 1.414, -0.452], [1.009, 1.660, 0.076], [1.859, 0.557, -0.395], [2.697, 0.170, 0.603], [3.784, -0.290, 0.388], [2.002, 0.437, 1.919], [1.328, 1.770, 1.608], [0.318, 2.185, 2.565], [-0.463, -0.732, 1.000], [-2.151, -0.511, 1.549], [-1.824, -0.865, -0.155], [-0.766, 2.308, -0.981], [-0.331, 0.616, -1.205], [1.419, 2.551, -0.411], [1.260, -0.358, 2.045], [2.692, 0.482, 2.763], [2.128, 2.523, 1.665], [-0.245, 2.930, 2.169], [-0.332, 1.422, 2.723], [2.534, -5.516, -1.727], [1.381, -5.024, -2.383], [0.150, -5.297, -1.745], [-0.240, -4.286, -0.659], [0.534, -4.448, 0.644], [-0.121, -2.897, -1.110], [2.336, -6.479, -1.247], [2.912, -4.815, -0.978], [3.304, -5.654, -2.485], [-0.602, -5.256, -2.536], [0.151, -6.318, -1.341], [-1.297, -4.468, -0.440], [1.555, -4.075, 0.553], [0.052, -3.879, 1.439], [0.579, -5.494, 0.954], [-0.724, -2.750, -1.914], [0.822, -2.764, -1.469], [2.676, 5.213, -3.016], [3.070, 4.364, -1.956], [3.493, 3.067, -2.339], [4.960, 2.962, -2.768], [5.241, 3.514, -4.160], [5.875, 3.585, -1.809], [2.167, 4.650, -3.805], [3.523, 5.747, -3.452], [1.982, 5.946, -2.605], [3.356, 2.442, -1.453], [2.830, 2.673, -3.122], [5.191, 1.892, -2.781], [5.240, 4.605, -4.172], [6.222, 3.191, -4.506], [4.501, 3.164, -4.883], [5.783, 3.130, -0.905], [5.573, 4.543, -1.657], [-3.007, -3.007, 3.360], [-4.176, -2.570, 2.699], [-5.397, -2.889, 3.340], [-5.835, -1.888, 4.415], [-5.062, -2.005, 5.723], [-5.770, -0.502, 3.942], [-3.157, -3.975, 3.850], [-2.662, -2.283, 4.103], [-2.229, -3.116, 2.603], [-6.149, -2.892, 2.546], [-5.349, -3.906, 3.752], [-6.885, -2.110, 4.632], [-4.058, -1.587, 5.635], [-5.576, -1.450, 6.508], [-4.973, -3.046, 6.040], [-6.375, -0.395, 3.133], [-4.833, -0.343, 3.580], [-10.614, -0.806, 5.917], [-9.440, -0.489, 5.197], [-9.634, 0.230, 3.995], [-9.749, 1.748, 4.172], [-11.097, 2.212, 4.712], [-8.679, 2.294, 5.008], [-11.447, -1.026, 5.242], [-10.909, -0.001, 6.596], [-10.401, -1.693, 6.512], [-8.742, 0.035, 3.394], [-10.496, -0.176, 3.448], [-9.630, 2.178, 3.172], [-11.194, 2.004, 5.778], [-11.199, 3.289, 4.583], [-11.924, 1.724, 4.192], [-7.777, 2.082, 4.593], [-8.679, 1.790, 5.890], [10.868, 0.314, -7.242], [9.501, -0.046, -7.262], [8.845, -0.021, -6.009], [8.303, 1.354, -5.600], [9.374, 2.327, -5.121], [7.516, 1.991, -6.658], [11.357, -0.040, -6.329], [11.010, 1.394, -7.325], [11.342, -0.162, -8.099], [8.000, -0.707, -6.110], [9.507, -0.423, -5.231], [7.625, 1.173, -4.758], [9.957, 2.722, -5.954], [8.909, 3.174, -4.618], [10.059, 1.848, -4.419], [6.724, 1.401, -6.894], [8.079, 2.015, -7.504]], "lowdin_charge": [-0.091, -0.193, -0.148, -0.176, 0.011, -0.481, 0.127, -0.030, -0.321, 0.066, 0.066, 0.084, 0.083, 0.130, 0.129, 0.129, 0.119, 0.135, 0.149, 0.083, 0.068, -0.104, -0.187, -0.210, -0.430, -0.062, 0.050, 0.089, 0.076, 0.088, 0.122, 0.119, 0.134, 0.067, 0.060, 0.080, 0.079, 0.078, -0.107, -0.193, -0.205, -0.427, -0.061, 0.044, 0.090, 0.075, 0.086, 0.102, 0.126, 0.137, 0.068, 0.047, 0.082, 0.071, 0.069, -0.107, -0.195, -0.205, -0.431, -0.065, 0.047, 0.092, 0.077, 0.072, 0.122, 0.120, 0.131, 0.065, 0.076, 0.079, 0.062, 0.067, -0.106, -0.197, -0.211, -0.437, -0.070, 0.044, 0.090, 0.075, 0.087, 0.105, 0.120, 0.134, 0.064, 0.075, 0.078, 0.066, 0.070, -0.109, -0.188, -0.208, -0.442, -0.064, 0.040, 0.089, 0.074, 0.086, 0.122, 0.120, 0.128, 0.066, 0.072, 0.080, 0.075, 0.071]}

=====

{"formula": "C26H67BrClN5O8S", "method": "ωB97M-V/def2-TZVPD", "orbital_gap_ha": 0.344, "relative_energy_kj_mol": 386.5, "homo_ev": -8.90, "spin_multiplicity": 1, "energy_ev": -145272.4216, "elements": ["O", "S", "O", "C", "C", "C", "Cl", "O", "C", "C", "C", "Br", "H", "H", "H", "H", "H", "H", "H", "H", "H", "H", "H", "H", "C", "C", "C", "O", "C", "N", "H", "H", "H", "H", "H", "H", "H", "H", "H", "H", "H", "C", "C", "C", "O", "C", "N", "H", "H", "H", "H", "H", "H", "H", "H", "H", "H", "H", "C", "C", "C", "O", "C", "N", "H", "H", "H", "H", "H", "H", "H", "H", "H", "H", "H", "C", "C", "C", "O", "C", "N", "H", "H", "H", "H", "H", "H", "H", "H", "H", "H", "H", "C", "C", "C", "O", "C", "N", "H", "H", "H", "H", "H", "H", "H", "H", "H", "H", "H"], "positions_angstrom": [[-0.860, -4.374, 4.229], [-0.426, -5.177, 2.962], [0.864, -4.434, 2.133], [1.220, -3.124, 2.701], [2.067, -2.328, 1.499], [1.665, -0.727, 1.685], [0.217, -0.349, 0.535], [-1.721, -5.181, 1.802], [-2.180, -3.811, 1.532], [-3.504, -3.384, 2.410], [-3.366, -1.758, 2.731], [-3.511, -0.776, 0.949], [0.308, -2.426, 2.946], [1.962, -3.289, 3.595], [3.218, -2.533, 1.538], [1.556, -2.674, 0.480], [2.571, -0.060, 1.363], [1.288, -0.483, 2.791], [-1.372, -2.976, 1.671], [-2.515, -3.763, 0.387], [-4.432, -3.504, 1.707], [-3.526, -4.045, 3.376], [-4.142, -1.375, 3.523], [-2.286, -1.469, 3.145], [2.099, 2.098, -4.331], [1.433, 1.997, -2.961], [0.972, 3.360, -2.398], [2.027, 4.174, -1.879], [2.747, 4.898, -2.866], [2.348, 1.315, -2.033], [3.124, 2.476, -4.277], [2.152, 1.109, -4.800], [1.527, 2.749, -4.999], [0.539, 1.373, -3.082], [0.306, 3.165, -1.546], [0.375, 3.919, -3.131], [2.107, 5.220, -3.692], [3.578, 4.296, -3.236], [3.173, 5.787, -2.391], [1.861, 1.160, -1.150], [3.085, 1.982, -1.789], [-10.424, -4.204, 1.147], [-9.507, -3.497, 2.141], [-8.310, -2.782, 1.474], [-7.260, -3.655, 1.050], [-7.493, -4.289, -0.198], [-9.057, -4.467, 3.151], [-10.006, -5.146, 0.779], [-11.380, -4.449, 1.623], [-10.639, -3.564, 0.286], [-10.107, -2.730, 2.646], [-7.856, -2.117, 2.221], [-8.635, -2.135, 0.648], [-8.041, -3.645, -0.894], [-8.027, -5.228, -0.044], [-6.524, -4.532, -0.642], [-8.528, -3.970, 3.867], [-8.356, -5.067, 2.705], [-0.760, 2.894, 2.337], [-2.190, 2.401, 2.134], [-3.172, 3.517, 1.714], [-3.570, 4.388, 2.776], [-2.634, 5.413, 3.074], [-2.641, 1.724, 3.360], [-0.626, 3.432, 3.280], [-0.067, 2.045, 2.358], [-0.451, 3.551, 1.518], [-2.166, 1.663, 1.324], [-4.098, 3.039, 1.365], [-2.788, 4.095, 0.862], [-2.116, 5.774, 2.181], [-1.918, 5.058, 3.817], [-3.179, 6.251, 3.520], [-3.557, 1.310, 3.186], [-2.833, 2.451, 4.056], [5.109, 4.639, 0.902], [5.684, 3.411, 0.200], [7.229, 3.384, 0.171], [7.819, 4.268, -0.785], [7.914, 5.617, -0.355], [5.120, 3.327, -1.156], [5.160, 5.541, 0.286], [4.052, 4.478, 1.139], [5.632, 4.834, 1.843], [5.352, 2.531, 0.764], [7.543, 2.375, -0.129], [7.655, 3.552, 1.169], [8.110, 5.697, 0.718], [7.004, 6.158, -0.620], [8.743, 6.088, -0.893], [5.428, 2.454, -1.584], [5.580, 4.048, -1.721], [4.980, -4.034, -3.377], [3.733, -3.396, -2.770], [2.540, -3.323, -3.749], [2.646, -2.295, -4.737], [3.456, -2.635, -5.852], [4.082, -2.065, -2.250], [5.515, -3.360, -4.053], [5.686, -4.312, -2.586], [4.727, -4.945, -3.928], [3.427, -4.025, -1.926], [1.641, -3.079, -3.167], [2.344, -4.295, -4.221], [3.380, -3.695, -6.112], [4.494, -2.362, -5.654], [3.120, -2.044, -6.709], [3.273, -1.685, -1.758], [4.188, -1.442, -3.056]], "lowdin_charge": [-0.458, 1.052, -0.392, -0.250, -0.198, -0.494, 0.467, -0.376, -0.277, -0.222, -0.513, 0.563, 0.104, 0.143, 0.123, 0.107, 0.084, 0.100, 0.084, 0.139, 0.097, 0.124, 0.083, 0.080, -0.069, -0.420, -0.195, -0.201, -0.122, 0.050, 0.065, 0.071, 0.078, 0.135, 0.114, 0.117, 0.088, 0.058, 0.085, 0.017, 0.042, -0.077, -0.431, -0.198, -0.211, -0.105, 0.034, 0.065, 0.077, 0.078, 0.135, 0.120, 0.119, 0.091, 0.074, 0.087, 0.071, 0.072, -0.073, -0.455, -0.193, -0.194, -0.110, 0.042, 0.066, 0.045, 0.078, 0.056, 0.121, 0.119, 0.090, 0.072, 0.087, 0.044, 0.074, -0.067, -0.417, -0.197, -0.193, -0.109, 0.049, 0.064, 0.078, 0.078, 0.134, 0.122, 0.118, 0.090, 0.072, 0.088, 0.083, 0.078, -0.078, -0.433, -0.197, -0.198, -0.110, 0.041, 0.064, 0.076, 0.077, 0.131, 0.120, 0.117, 0.089, 0.073, 0.087, 0.051, 0.068]}